(1)
The following is a DFT calculation (ωB97M-V with the def2-TZVPD basis set) of C32H42BrLaN4OP as an isolated structure in a non-equilibrium geometry.

The HOMO-LUMO gap comes out at 7.1 eV. The charge is +3. The calculation puts the molar mass at 748.50 Da. The calculation puts the total energy at -4485.053138 hartree. The energy relative to the best compared isomer or geometry (same formula, charge and spin) comes out at 0.0 kJ/mol.

XYZ file:
```
82
Properties=species:S:1:pos:R:3:mulliken_charge:R:1
La -0.42685 0.36936 0.08451 1.96
Br -4.19539 -3.64505 -5.44373 -0.10
C -3.29149 -2.44315 -4.31719 -0.48
C -2.46392 -1.46138 -4.86040 -0.42
C -1.79313 -0.55936 -4.05114 -0.54
C -1.93224 -0.63938 -2.66675 0.57
O -1.30936 0.22097 -1.86158 -0.53
C -2.74670 -1.64810 -2.09239 0.37
C -2.90979 -1.88582 -0.67485 -0.54
N -2.20836 -1.41129 0.30537 0.33
C -2.50973 -1.85209 1.63288 -0.11
C -3.01557 -3.09802 1.91788 -0.48
C -3.31008 -3.47043 3.24535 -1.03
C -3.08135 -2.60734 4.27768 -0.88
C -2.50638 -1.33941 4.02810 0.82
C -2.19545 -0.42800 5.06147 -0.66
C -1.59501 0.76741 4.76410 -0.91
C -1.29556 1.04316 3.42390 -0.24
N -1.58751 0.22994 2.42340 0.16
C -2.20161 -0.96020 2.69983 0.35
C -3.43614 -2.52783 -2.94399 -0.92
H -2.34730 -1.40232 -5.93480 0.49
H -1.16201 0.20283 -4.48570 0.57
H -3.72857 -2.56976 -0.44588 0.62
H -3.17547 -3.82196 1.13044 0.63
H -3.71329 -4.45534 3.43456 0.44
H -3.31129 -2.88892 5.29677 0.46
H -2.42769 -0.69025 6.08582 0.49
H -1.33486 1.47964 5.53300 0.47
H -0.78027 1.96756 3.17339 0.47
H -4.07065 -3.29717 -2.52238 0.57
C 2.48377 -0.07116 2.57967 -1.81
C 3.11870 -0.86630 1.42636 1.92
C 2.51574 -2.27174 1.42947 -1.79
C 4.62821 -0.93895 1.66963 -1.73
P 2.60867 0.04404 -0.11980 -0.31
C 3.42649 1.65790 -0.05655 0.99
C 2.63588 2.77841 0.19869 0.05
C 3.17790 4.05274 0.26034 -0.74
C 4.53986 4.22206 0.06102 -0.68
C 5.34477 3.12082 -0.19506 -0.80
C 4.79618 1.85117 -0.25190 -0.17
C 3.07244 -0.81431 -1.70575 2.03
C 1.96998 -1.84212 -2.00533 -1.79
C 4.43957 -1.50385 -1.71746 -1.74
C 3.02643 0.25570 -2.80644 -1.72
H 2.76417 -0.52198 3.53309 0.54
H 1.38200 -0.10292 2.55031 0.34
H 2.80395 0.97307 2.59657 0.37
H 2.66119 -2.71889 2.41444 0.51
H 2.97493 -2.93279 0.69630 0.31
H 1.43320 -2.26638 1.23883 0.27
H 4.81019 -1.47659 2.60146 0.54
H 5.06353 0.05365 1.77370 0.37
H 5.15434 -1.46676 0.87591 0.33
H 1.55810 2.68184 0.36207 -0.24
H 2.54609 4.90710 0.46167 0.45
H 4.97655 5.21046 0.10595 0.44
H 6.40670 3.25295 -0.35180 0.48
H 5.44237 1.00862 -0.45245 0.28
H 1.87772 -2.61981 -1.24851 0.21
H 2.19179 -2.34067 -2.95100 0.56
H 0.99406 -1.35217 -2.14567 0.29
H 4.49644 -2.33279 -1.01327 0.36
H 5.24992 -0.81088 -1.49787 0.27
H 4.61959 -1.90967 -2.71409 0.54
H 2.07601 0.80170 -2.81150 0.24
H 3.12976 -0.23558 -3.77443 0.51
H 3.82993 0.98444 -2.70702 0.36
N -5.68106 2.88037 -1.75344 -0.28
C -4.44483 3.31820 -0.99926 -0.75
C -3.51423 2.13636 -0.71185 -0.49
N -2.26781 2.55111 -0.05156 -0.54
H -6.28743 3.68221 -1.94937 0.39
H -6.23727 2.20548 -1.22292 0.36
H -5.44678 2.45125 -2.65264 0.34
H -4.80217 3.80237 -0.09089 0.43
H -3.96422 4.06675 -1.62926 0.43
H -3.24009 1.62683 -1.63789 0.18
H -4.01230 1.40324 -0.07189 0.35
H -2.45824 2.97065 0.85454 0.27
H -1.80763 3.26657 -0.61078 0.32
```

***

(2)
The following is a DFT calculation (ωB97M-V with the def2-TZVPD basis set) of one molecule with the formula H3NOSi in a non-equilibrium geometry.

The HOMO-LUMO gap (spin up / spin down) comes out at 8.0 / 8.0 eV. The charge is 0. The calculation puts the molar mass at 61.12 Da. The calculation puts the total energy at -421.142989 hartree. The energy relative to the best compared isomer or geometry (same formula, charge and spin) comes out at 446.2 kJ/mol.

XYZ file:
```
6
Properties=species:S:1:pos:R:3:nbo_charge:R:1
O -3.08394 -0.29885 -0.00958 -0.27
N -2.28208 0.59467 0.03222 -0.02
Si -0.11108 -0.05513 -0.03437 0.77
H 0.18932 -1.47115 0.04836 -0.16
H 0.18178 0.56864 -1.31447 -0.16
H 0.25880 0.73992 1.12496 -0.16
```

***

(3)
The following is a DFT calculation (ωB97M-V with the def2-TZVPD basis set) of C34H61Br3N18O17 as an isolated structure in a non-equilibrium geometry.

The HOMO-LUMO gap comes out at 6.9 eV. The charge is 0. The calculation puts the molar mass at 1233.68 Da. The calculation puts the total energy at -11319.061977 hartree.

XYZ file:
```
133
Properties=species:S:1:pos:R:3:mulliken_charge:R:1
C 4.58629 4.60161 -0.65687 -0.51
Br 3.74673 2.73240 -0.30011 0.24
Br 4.41769 5.15876 -2.57648 -0.05
Br 6.44541 4.56853 -0.12374 -0.03
H 4.10750 5.44008 -0.15109 0.42
C -3.52736 1.00696 -4.68601 -0.74
C -2.98255 0.06831 -5.60568 -0.92
C -1.62323 -0.35463 -5.43982 0.22
C -0.87535 0.13308 -4.38691 0.45
C -1.52182 0.94200 -3.37428 -0.61
C -2.83321 1.33980 -3.55182 0.97
O -3.39449 2.22153 -2.66690 -0.23
O -0.96263 -1.14147 -6.32566 -0.74
H -4.51628 1.33119 -4.97464 0.34
H -3.26762 -0.03973 -6.64176 0.39
H 0.04247 -0.41769 -4.24321 -0.25
H -1.07167 1.35223 -2.48238 0.56
H -4.04441 2.73215 -3.15524 0.26
H -0.01549 -1.10818 -6.17263 0.52
C -3.11430 -2.59805 -1.73957 -0.22
C -4.38201 -2.03482 -2.05966 0.16
C -5.47143 -1.98439 -1.13622 0.05
C -5.35760 -2.50306 0.10359 -0.40
C -4.07766 -3.09313 0.48160 -1.00
C -3.03342 -3.08596 -0.44715 -0.02
O -1.78046 -3.46317 -0.21177 -0.25
O -6.71147 -1.58640 -1.62496 -0.50
H -2.24784 -2.70835 -2.37478 0.25
H -4.59795 -1.49787 -2.97150 0.48
H -6.22295 -2.62656 0.73788 0.37
H -3.88462 -3.52085 1.45433 0.31
H -1.77279 -4.20400 0.39873 0.31
H -7.31085 -2.10274 -1.08115 0.35
C 1.05621 0.09639 1.76850 -1.07
C 1.74021 -0.10137 0.53265 0.57
C 1.01238 -0.57449 -0.59212 1.02
C -0.38916 -0.69563 -0.48560 0.15
C -1.00964 -0.52905 0.75342 0.15
C -0.31248 0.00382 1.84621 0.34
O -1.01948 0.48001 2.91403 0.65
O 1.59497 -0.63410 -1.81363 -0.68
H 1.71562 0.55164 2.49261 -0.15
H 2.79022 0.00559 0.30365 -0.42
H -0.79211 -1.02166 -1.43309 -0.12
H -2.08730 -0.59827 0.73744 0.43
H -0.53014 1.12347 3.43183 -0.25
H 1.12363 -1.08933 -2.51521 -0.35
C -2.59039 5.65277 1.94186 -0.63
C -1.69710 4.90168 2.74562 -1.06
C -1.06206 3.82346 2.12164 0.28
C -1.22553 3.46328 0.78943 -0.22
C -2.14888 4.20930 0.03001 -0.73
C -2.85905 5.21849 0.64541 1.04
O -3.73990 5.93440 -0.08667 -0.56
O -0.13086 3.10881 2.76752 -0.48
H -3.07002 6.53748 2.33383 0.31
H -1.44134 5.09367 3.77718 0.37
H -0.72753 2.58008 0.41747 0.61
H -2.45142 3.97280 -0.97941 0.33
H -4.26721 6.65465 0.26657 0.32
H -0.05602 3.32810 3.69914 0.18
C 0.12261 -3.72621 -3.88573 0.23
O 0.61826 -2.82879 -3.20072 -0.24
N -0.67333 -3.70213 -4.94402 -0.20
N 0.55517 -4.91916 -3.70294 -0.40
H -0.75218 -2.91256 -5.56890 0.40
H -0.93449 -4.63979 -5.21363 0.15
H 1.27596 -4.92624 -2.99547 0.24
H 0.57329 -5.66213 -4.38687 0.22
C 2.27686 -4.60776 -0.68376 0.76
O 2.43519 -4.99928 -1.81020 -0.80
N 3.18737 -4.66967 0.27409 -0.42
N 1.29173 -3.82953 -0.38690 0.09
H 4.09054 -5.04316 0.01935 0.24
H 2.97907 -4.08972 1.07432 0.13
H 0.68883 -3.67347 -1.18204 -0.36
H 1.02953 -3.50859 0.53416 0.14
C 5.31925 -0.48224 -2.27600 0.53
O 6.36637 -0.98895 -2.47791 -0.73
N 5.00600 0.71846 -2.66561 -0.15
N 4.44901 -1.08810 -1.49837 0.28
H 5.78457 1.32338 -2.88471 0.23
H 4.07581 1.05038 -2.45423 0.05
H 3.46718 -0.85917 -1.55932 -0.14
H 4.77253 -1.93636 -1.05578 0.14
C 3.41774 0.00407 5.78997 0.56
O 4.49906 -0.55687 5.88694 -0.71
N 3.02689 0.42008 4.55545 -0.02
N 2.57585 0.12010 6.71864 -0.32
H 3.60864 0.19873 3.76004 -0.04
H 2.23830 1.04528 4.46980 0.08
H 1.64683 0.44653 6.49398 0.13
H 2.67871 -0.56078 7.45750 0.25
C 2.84024 -1.12141 -5.96730 0.61
O 1.68917 -1.14376 -6.24182 -0.70
N 3.75384 -0.23971 -6.39114 -0.44
N 3.33172 -1.79031 -4.99141 -0.18
H 3.54520 0.47135 -7.07741 0.21
H 4.67056 -0.17830 -5.97168 0.13
H 4.33911 -1.74857 -4.93196 0.17
H 2.80262 -2.47094 -4.46520 0.04
C -5.23776 1.31151 0.52171 0.55
O -6.35319 1.07387 0.87139 -0.77
N -4.40634 2.03643 1.22892 0.00
N -4.65183 0.78368 -0.51847 0.19
H -3.52207 2.31390 0.82746 -0.14
H -4.90239 2.42131 2.02006 0.30
H -5.04774 -0.00329 -1.01245 0.08
H -3.65740 0.93782 -0.60479 -0.40
C 4.98465 -1.04759 2.04890 0.51
O 4.19499 -1.94925 1.78771 -0.57
N 5.50972 -0.22426 1.21923 -0.17
N 5.72951 -0.86966 3.12439 -0.43
H 5.09935 -0.20184 0.29663 0.16
H 6.36255 0.18549 1.57263 0.14
H 6.33337 -0.06596 3.22191 0.11
H 5.54040 -1.43459 3.93998 0.26
C -3.74323 -1.29909 4.21880 0.63
O -4.48315 -2.27582 4.19770 -0.75
N -4.09774 -0.17196 3.77909 -0.16
N -2.47366 -1.39399 4.66106 -0.32
H -5.01486 0.11223 3.46568 0.18
H -3.29901 0.44182 3.85269 0.01
H -2.25887 -2.33714 4.95164 0.17
H -1.83942 -0.61104 4.59149 0.11
C 0.17416 2.58842 5.91181 0.53
O -0.21128 1.60833 5.26901 -0.61
N -0.09436 2.78482 7.18661 -0.42
N 0.90199 3.55575 5.42027 -0.47
H 0.20912 3.73388 7.35184 0.14
H -0.78389 2.20280 7.64037 0.29
H 1.36752 3.36687 4.54408 0.34
H 0.83064 4.47844 5.82480 0.20
```

***

(4)
The following is a DFT calculation (ωB97M-V with the def2-TZVPD basis set) of one molecule with the formula C6H4O in a non-equilibrium geometry.

The HOMO-LUMO gap comes out at 8.9 eV. The charge is 0. The calculation puts the molar mass at 92.10 Da. The calculation puts the total energy at -306.134177 hartree. The energy relative to the best compared isomer or geometry (same formula, charge and spin) comes out at 203.1 kJ/mol.

XYZ file:
```
11
Properties=species:S:1:pos:R:3:nbo_charge:R:1
C 2.93274 0.04099 0.13426 -0.28
C 1.78302 0.13524 0.53169 0.00
C 0.38964 0.04279 0.51498 0.14
C -0.54352 0.98143 0.18860 -0.22
C -1.67084 0.26368 -0.29157 -0.33
C -1.33073 -1.05338 -0.22714 0.13
O -0.09351 -1.21268 0.26390 -0.37
H 3.06582 -0.11427 -0.92364 0.25
H -0.38711 2.05031 0.23376 0.24
H -2.59424 0.67635 -0.66393 0.24
H -1.83298 -1.96670 -0.50601 0.21
```